(1)
The following is a DFT calculation (wB97M-V/def2-TZVPD) of a molecular structure, C3H3N3O2.

Element x y z (Å)
C -1.3933 -0.0211 0.1207
C 0.0381 -0.0291 -0.0494
C 0.7826 0.0856 1.0639
H -3.0502 -0.0980 -1.1157
H -1.5802 -0.5022 -2.0314
H 0.0779 0.1771 2.1322
N -1.9133 -0.7597 -0.9051
N 2.1552 0.0583 -0.6986
N 0.9323 -0.2250 -1.1204
O -2.0472 0.6633 1.0124
O 2.0184 0.1737 0.6466

E_tot = -430.676150 Ha
total charge = 0



(2)
The following is a DFT calculation (wB97M-V/def2-TZVPD) of a molecular structure, C12H40Cs2N8O12S.

Element x y z (Å)
Cs -3.2348 2.7635 -3.4337
Cs -1.8892 -6.0894 0.3041
S -0.7442 -0.1007 0.0878
O 0.0741 -0.4197 1.2822
O -1.4178 1.1755 0.4009
O -0.0173 0.0985 -1.1290
O -1.7913 -1.1286 -0.0032
C -7.0009 -0.3427 0.3544
O -8.1982 -0.4285 0.5910
N -6.2093 0.4618 0.9681
N -6.3470 -1.2030 -0.3484
H -5.2040 0.3928 0.9002
H -6.6112 1.3209 1.3152
H -6.8479 -1.9880 -0.7395
H -5.3383 -1.1709 -0.3086
C 2.1892 2.4084 5.4744
O 2.7212 2.8376 6.4777
N 2.7881 1.5834 4.6125
N 0.9717 2.3871 5.2310
H 3.7764 1.4169 4.7376
H 2.2267 1.1995 3.8659
H 0.3089 2.5305 5.9796
H 0.7650 2.0782 4.2919
C -2.4520 -2.5659 5.4548
O -2.9058 -2.6253 6.6074
N -1.1966 -2.5116 5.1969
N -3.1554 -2.5124 4.3951
H -0.5240 -2.4600 5.9485
H -0.9773 -2.1233 4.2907
H -4.1371 -2.6778 4.5653
H -2.7607 -2.3427 3.4810
C 3.4975 -2.1527 -4.3708
O 4.4831 -2.5901 -4.9374
N 2.9196 -2.7384 -3.3327
N 2.6600 -1.2209 -4.8401
H 2.2755 -2.1736 -2.7977
H 3.2659 -3.5921 -2.9187
H 1.8153 -1.0786 -4.3051
H 2.9298 -0.5616 -5.5561
C 3.4346 6.2048 -2.1281
C 2.7661 4.9394 -1.5244
O 3.0099 3.9725 -2.5178
H 3.1990 6.5005 -3.1504
H 4.4816 5.9035 -2.0944
H 3.3312 6.9543 -1.3434
H 1.6886 5.0996 -1.5647
H 3.0392 4.6601 -0.5069
H 2.4653 3.2137 -2.2959
C -2.1640 -3.2247 -6.0921
C -1.8342 -4.7219 -6.0851
O -2.7420 -5.4496 -5.3560
H -1.4133 -2.5952 -6.5699
H -2.2535 -2.7920 -5.0956
H -3.1540 -3.0216 -6.5005
H -0.8583 -4.7570 -5.6009
H -1.5796 -5.0995 -7.0754
H -2.3144 -6.3090 -5.3382
C -1.0194 8.5414 0.9363
C -1.6224 7.3403 1.6923
O -2.3442 6.4398 0.8247
H -1.8381 9.2455 0.7871
H -0.7358 8.2914 -0.0861
H -0.2913 9.1380 1.4859
H -2.3244 7.5541 2.4982
H -0.7761 6.7735 2.0803
H -2.0375 5.5453 0.9898
C 5.6695 -5.8197 1.0937
C 4.2860 -5.4808 1.7230
O 3.3910 -6.1422 0.8689
H 5.6653 -5.5936 0.0274
H 5.8064 -6.8891 1.2546
H 6.4425 -5.1434 1.4588
H 4.1799 -4.4526 1.3769
H 4.2876 -5.6548 2.7990
H 3.4509 -7.0273 1.2359

E_tot = -2260.490866 Ha
total charge = 0



(3)
The following is a DFT calculation (wB97M-V/def2-TZVPD) of 2 unconnected molecules or ions with the total composition C5H7NO.

Element x y z (Å)
C -0.7090 0.2586 1.3235
C -0.2263 0.2315 0.2220
C 0.3689 0.4978 -1.0839
C 0.1805 2.0114 -1.2556
H -1.1177 0.2341 2.3047
H 1.4244 0.1965 -1.1001
H -0.1215 -0.0781 -1.8794
H 0.9293 2.4564 -1.9095
H -0.8251 2.2116 -1.6352
H 0.2492 2.4811 -0.2699
N -0.3919 -2.4556 2.0466
C 0.0796 -2.3795 0.9202
O 0.5257 -2.2881 -0.1550
H -0.3546 -3.3801 2.4490

E_tot = -324.638522 Ha
structure (SMILES) = C#CCC.N=C=O
total charge = 0



(4)
The following is a DFT calculation (wB97M-V/def2-TZVPD) of a gas-phase ion, C3H5N5 (charge +2).

Element x y z (Å)
C -2.9371 -0.4453 -0.1555
N -1.8447 -0.2363 -0.2912
C -0.4818 -0.1909 0.1135
N 0.2160 0.9070 -0.1767
C 1.6770 0.9049 0.0333
N 2.1002 -0.3886 -0.3618
N 1.4327 -1.3624 -0.1987
N 0.1833 -1.3307 0.4412
H -4.0350 -0.5403 -0.0255
H -0.0175 1.8303 -0.5349
H 2.0980 1.1229 1.0086
H 2.0464 1.8413 -0.3811
H -0.4374 -2.1119 0.5290

E_tot = -390.216321 Ha
structure (SMILES) = C#[N+]C1=[NH+]CN=NN1
total charge = +2



(5)
The following is a DFT calculation (wB97M-V/def2-TZVPD) of a molecular structure, C28H36CdN3O3.

Element x y z (Å)
Cd -0.3212 -0.5432 1.8286
C 1.6540 -3.0712 1.9504
O 0.2925 -2.7197 2.1708
C -0.3726 -3.4401 3.2018
C -0.6351 -2.4972 4.3503
O -1.4894 -1.5190 3.7917
C -1.9018 -0.4627 4.6319
C -2.7374 0.4013 3.7199
O -1.9209 0.8397 2.6379
C -1.5737 2.2208 2.6640
H 1.7359 -4.1239 1.6714
H 2.0014 -2.4509 1.1273
H 2.2699 -2.8805 2.8327
H -1.3320 -3.7667 2.7941
H 0.1960 -4.3074 3.5410
H -1.1040 -3.0131 5.1934
H 0.3004 -2.0289 4.6787
H -2.4877 -0.8213 5.4836
H -1.0279 0.0936 4.9909
H -3.5344 -0.2106 3.2924
H -3.1742 1.2332 4.2747
H -2.4689 2.8394 2.5709
H -1.0432 2.4849 3.5820
H -0.9235 2.3963 1.8100
C 0.9032 -0.9022 -5.0519
C 1.0197 0.5504 -4.6813
C 1.4730 1.4980 -5.5912
C 1.6011 2.8326 -5.2385
C 1.2552 3.2462 -3.9624
C 0.7777 2.3243 -3.0454
C 0.6727 0.9804 -3.3971
N 0.1629 0.0186 -2.4830
C 0.3192 0.0091 -1.1222
N 1.4812 0.5599 -0.6917
C 2.0499 0.8886 0.5692
C 1.4661 0.5722 1.7989
C 2.1300 0.9738 2.9610
C 3.3362 1.6507 2.9138
C 3.9047 1.9358 1.6831
C 3.2777 1.5743 0.5005
C 3.9221 1.9143 -0.8202
N -0.5639 -0.5793 -0.3594
C -1.7488 -1.1071 -0.9522
C -1.8569 -2.4872 -1.1038
C -2.9956 -3.0424 -1.6656
C -4.0334 -2.2168 -2.0687
C -3.9360 -0.8443 -1.8909
C -2.8012 -0.2649 -1.3338
C -2.7015 1.2231 -1.1317
H 1.3519 -1.0898 -6.0247
H -0.1433 -1.2161 -5.1002
H 1.4055 -1.5279 -4.3122
H 1.7342 1.1787 -6.5924
H 1.9668 3.5488 -5.9622
H 1.3418 4.2873 -3.6808
H 0.4708 2.6474 -2.0582
H -0.5801 -0.5715 -2.8264
H 2.0634 0.8527 -1.4604
H 1.6961 0.7456 3.9283
H 3.8251 1.9542 3.8309
H 4.8533 2.4556 1.6328
H 4.8619 2.4347 -0.6505
H 3.2867 2.5678 -1.4244
H 4.1531 1.0208 -1.4084
H -1.0338 -3.1114 -0.7755
H -3.0692 -4.1145 -1.7915
H -4.9214 -2.6398 -2.5192
H -4.7591 -0.2065 -2.1901
H -3.6820 1.6886 -1.2132
H -2.0514 1.6832 -1.8802
H -2.2878 1.4511 -0.1473

E_tot = -1646.068986 Ha
total charge = +1



(6)
The following is a DFT calculation (wB97M-V/def2-TZVPD) of 9 unconnected molecules or ions with the total composition C35H85O18P.

Element x y z (Å)
C -3.5743 -9.6473 -0.5202
O -2.4202 -9.5589 0.3540
P -2.0060 -8.1031 0.9936
O -3.0895 -7.1333 1.3836
O -0.9342 -8.4935 2.1623
C 0.0396 -9.5179 1.9505
O -1.0483 -7.5563 -0.1896
C -0.3652 -6.3440 -0.1233
H -3.3763 -10.1422 -1.4710
H -4.0575 -8.6793 -0.6523
H -4.4126 -10.2195 -0.1227
H -0.3960 -10.3317 2.5301
H 0.9658 -9.1299 2.3745
H 0.1686 -9.7708 0.8981
H -0.6801 -5.6588 -0.9103
H 0.7025 -6.5457 -0.2098
H -0.5724 -5.8078 0.8028
C -0.3080 1.1987 -1.5241
C -1.0148 2.2951 -2.1957
C -2.1732 2.3790 -1.1706
O -1.5833 2.1773 0.0577
C -0.2956 1.4659 -0.0441
H 0.6526 1.0439 -2.0154
H -0.9250 0.3104 -1.6595
H -1.4712 1.9549 -3.1253
H -0.3389 3.1453 -2.2882
H -2.9838 1.6509 -1.2014
H -2.7996 3.2656 -1.2691
H -0.3672 0.4907 0.4374
H 0.5793 2.0785 0.1736
C -1.2827 3.7293 6.2088
C -1.5757 5.0636 6.8753
C -0.4531 5.9805 6.3632
O 0.1333 5.3439 5.3720
C -0.6283 4.2384 4.9206
H -1.9736 2.9400 5.9123
H -0.4538 3.2037 6.6828
H -1.6124 4.9523 7.9590
H -2.5067 5.5380 6.5649
H 0.2548 6.2701 7.1399
H -0.9301 6.9010 6.0266
H 0.0206 3.4972 4.4539
H -1.3931 4.6147 4.2413
C -0.6633 -2.7466 4.9022
O 0.5023 -2.5882 4.1762
C 1.7629 -2.6744 4.9266
C 2.7739 -2.0848 3.8685
O 2.6502 -2.8606 2.6966
C 3.3353 -2.3127 1.4971
H -0.7280 -3.6761 5.4679
H -1.4903 -2.9565 4.2239
H -0.8419 -1.9753 5.6514
H 1.9823 -3.6348 5.3932
H 1.7578 -1.9314 5.7241
H 3.6983 -2.1756 4.4389
H 2.5496 -1.0271 3.7304
H 4.3508 -2.0862 1.8220
H 2.9464 -1.3811 1.0860
H 3.3556 -3.0660 0.7096
C -5.6927 8.7837 5.3925
O -5.8643 7.8226 4.3593
C -5.0131 8.0964 3.2552
C -5.1399 6.8827 2.2436
O -6.4791 6.9138 1.7234
C -6.8590 6.0240 0.7160
H -6.1583 8.4080 6.3037
H -6.1877 9.7310 5.1784
H -4.6646 9.0376 5.6505
H -3.9853 8.2684 3.5749
H -5.4273 9.0486 2.9239
H -5.0300 6.0057 2.8814
H -4.4342 6.8330 1.4143
H -6.4871 6.3008 -0.2705
H -7.9356 6.0314 0.5462
H -6.6597 4.9960 1.0188
C 4.0687 6.6154 -3.9096
O 4.2018 7.9730 -3.8484
C 2.9484 8.6702 -3.9767
C 1.8757 8.2294 -3.0559
O 2.4218 7.9166 -1.8089
C 1.4444 7.2805 -0.9652
H 3.3201 6.3347 -4.6505
H 3.5877 6.2691 -2.9948
H 5.0060 6.1462 -4.2086
H 2.6986 8.5838 -5.0342
H 3.1851 9.7327 -3.9188
H 1.4201 7.3755 -3.5573
H 1.0472 8.9363 -3.0118
H 1.9717 6.7188 -0.1940
H 0.8082 6.5313 -1.4364
H 0.7796 8.0591 -0.5912
C 2.6820 -4.9526 -5.1281
O 2.8793 -6.2464 -4.4931
C 2.6978 -7.3956 -5.2922
C 2.5030 -8.7560 -4.5750
O 2.5085 -9.9047 -5.3810
C 1.4127 -10.0274 -6.2972
H 1.6509 -4.9210 -5.4802
H 3.3222 -4.8322 -6.0020
H 2.6977 -4.1020 -4.4467
H 3.3897 -7.3717 -6.1341
H 1.7725 -7.1407 -5.8089
H 1.6554 -8.5738 -3.9143
H 3.4016 -8.7875 -3.9589
H 0.5114 -10.3381 -5.7689
H 1.6560 -10.8299 -6.9935
H 1.2812 -9.1068 -6.8659
C 5.8093 2.8868 0.8412
O 6.0995 1.9239 -0.2370
C 7.2343 2.2713 -0.9871
C 7.4157 1.3408 -2.1894
O 7.9649 0.1069 -1.6219
C 8.4454 -0.7496 -2.6237
H 4.8334 2.7590 1.3097
H 5.7997 3.8846 0.4024
H 6.5228 2.9151 1.6648
H 8.1651 2.3480 -0.4251
H 7.0499 3.2395 -1.4528
H 8.1964 1.7265 -2.8450
H 6.5957 0.8991 -2.7557
H 9.3483 -0.3520 -3.0872
H 7.7267 -0.8239 -3.4398
H 8.5771 -1.7715 -2.2682
C -4.8802 -1.7993 0.6687
O -4.7230 -2.2240 -0.6906
C -5.5709 -3.2030 -1.2572
C -5.0103 -4.0593 -2.4346
O -4.9504 -3.3259 -3.6351
C -4.0782 -2.2075 -3.7338
H -5.5902 -0.9739 0.7205
H -3.9212 -1.5915 1.1432
H -5.3944 -2.5201 1.3044
H -6.4485 -2.5712 -1.3945
H -5.8880 -3.9440 -0.5234
H -5.6496 -4.8983 -2.7092
H -4.1039 -4.6066 -2.1757
H -3.9786 -1.9868 -4.7965
H -3.2050 -2.4928 -3.1471
H -4.6371 -1.3815 -3.2940

E_tot = -3079.781366 Ha
structure (SMILES) = COP(=O)(OC)OC.C1CCOC1.C1CCOC1.COCCOC.COCCOC.COCCOC.COCCOC.COCCOC.COCCOC
total charge = 0



(7)
The following is a DFT calculation (wB97M-V/def2-TZVPD) of a molecular structure, C13H15FeO4S.

Element x y z (Å)
O 4.2100 3.7429 0.8997
C 3.4016 3.0298 0.4800
Fe 2.3087 1.6469 0.2776
C 3.6243 0.3628 0.1978
O 4.4526 -0.3554 0.5621
C 2.2473 1.5633 2.0276
O 2.5279 1.6145 3.1545
C -0.2347 -0.1861 -0.2087
C -0.9846 0.8931 0.5061
C -0.5774 2.1362 0.8248
C 0.6529 2.8089 0.4309
C 1.1015 2.7890 -0.9363
C 1.2287 1.5456 -1.5672
C 1.0957 0.3398 -0.8121
H 0.1022 -0.9184 0.5686
H -1.9855 0.5517 0.8037
H -1.2361 2.7277 1.4760
H 0.8702 3.7139 1.0216
H 1.3659 3.7372 -1.4243
H 1.6121 1.4839 -2.5990
H 1.6515 -0.5307 -1.2153
C -1.6416 -2.8281 1.2078
S -1.6681 -2.6481 -0.5794
C -3.3960 -2.9878 -0.9116
C -1.1294 -0.9662 -1.1947
O -0.8118 -3.6712 -1.1975
H -2.2723 -2.0912 1.7138
H -2.0342 -3.8329 1.4168
H -0.6167 -2.7536 1.5757
H -4.0460 -2.1898 -0.5400
H -3.5284 -3.1113 -1.9904
H -3.6511 -3.9295 -0.4074
H -2.0639 -0.4440 -1.4680
H -0.5752 -1.2427 -2.0933

E_tot = -2466.681947 Ha
expectation value of S² = 6.098
2S+1 = 5
total charge = +1



(8)
The following is a DFT calculation (wB97M-V/def2-TZVPD) of a molecular structure, C21H43MoO3P3.

Element x y z (Å)
P 3.6076 -0.2016 0.2773
C 4.2733 -0.6434 1.8957
H 5.3661 -0.5311 1.9465
H 3.9735 -1.6670 2.1598
H 3.8347 0.0282 2.6488
C 3.1629 -1.6567 -0.7359
H 2.6714 -1.4077 -1.6997
H 2.4840 -2.3442 -0.1994
H 4.1047 -2.2015 -0.9530
C 4.6519 0.9865 -0.6066
H 5.6964 0.6285 -0.6689
H 4.6483 1.9566 -0.0845
H 4.2934 1.1780 -1.6322
P -1.1088 4.1073 -0.8208
C -0.8793 4.1826 1.0072
H -1.3324 4.9738 1.6380
H 0.1984 4.1692 1.2548
H -1.2422 3.2103 1.4138
C -0.1944 5.4065 -1.7303
H -0.1897 5.0441 -2.7810
H 0.8584 5.4639 -1.4224
H -0.5727 6.4392 -1.7458
C -2.8555 4.3798 -1.2949
H -3.2769 5.3875 -1.1851
H -3.5195 3.7043 -0.7390
H -2.9597 4.0853 -2.3553
P -2.9731 -2.0898 0.3068
C -3.4663 -2.0161 2.0637
H -4.0690 -2.9006 2.3813
H -4.1167 -1.1295 2.2945
H -2.5937 -1.9707 2.7696
C -4.1503 -2.1478 -1.0397
H -4.6227 -3.1333 -1.0995
H -3.5259 -1.9922 -1.9412
H -4.9270 -1.3791 -0.9394
C -1.7398 -3.2790 -0.2318
H -2.1320 -4.2938 -0.2880
H -0.8714 -3.2450 0.4337
H -1.4714 -2.9187 -1.2487
Mo -0.2442 -0.0266 -2.9586
C 2.0713 0.5726 0.8729
O 0.9330 0.8608 0.9440
C -1.6734 -0.6552 -0.6829
O -1.3319 0.0140 0.2363
C -1.3634 0.0062 -4.6694
C -0.6491 -1.2627 -4.5031
C 0.7886 -1.2289 -4.2325
C 1.4574 0.0651 -4.0916
C 0.7255 1.2963 -4.2335
C -0.6711 1.2645 -4.5170
H -2.4482 0.0329 -4.7104
H -1.2304 -2.1662 -4.2855
H 1.2762 -2.1091 -3.8025
H 2.4611 0.1329 -3.6778
H 1.1954 2.2641 -4.0286
H -1.2085 2.2150 -4.5232
C -1.1578 -0.4946 4.2753
C 0.1856 -0.3129 3.6078
O 0.4142 -1.1908 2.4940
C 0.6742 -2.5621 2.8171
C 1.6162 -2.7981 3.9833
H -1.9608 -0.1160 3.6330
H -1.1956 0.0889 5.2001
H -1.3261 -1.5389 4.5660
H 0.2794 0.6956 3.1937
H 1.0003 -0.4694 4.3317
H -0.2807 -3.0827 3.0040
H 1.0700 -2.9830 1.8813
H 1.1457 -2.5952 4.9553
H 1.8588 -3.8648 3.9845
H 2.5535 -2.2347 3.8878

E_tot = -2142.071784 Ha
expectation value of S² = 2.016
2S+1 = 3
total charge = +4



(9)
The following is a DFT calculation (wB97M-V/def2-TZVPD) of a gas-phase ion, C7H12O (charge +1).

Element x y z (Å)
C -1.6742 -1.2361 0.0511
C -1.0512 -0.4481 -1.0988
C -0.9769 1.0604 -0.8518
C 2.6736 -0.9104 0.6725
C 1.8887 0.1071 0.0956
O 2.2001 0.6509 -0.9982
C 0.7675 0.5551 0.9004
C -0.2812 1.4607 0.4996
H -0.8744 -1.7814 0.5720
H -2.0694 -0.5971 0.8419
H -2.3823 -2.0047 -0.2493
H -1.6493 -0.5862 -2.0009
H -0.0471 -0.7806 -1.3697
H -0.4431 1.5341 -1.6717
H -1.9901 1.4506 -0.8109
H 3.5322 -1.2924 0.1425
H 2.4165 -1.3871 1.6043
H 0.1427 2.4670 0.3978
H 0.8224 0.2894 1.9555
H -1.0045 1.4489 1.3181

E_tot = -348.743897 Ha
expectation value of S² = 0.781
2S+1 = 2
total charge = +1



(10)
The following is a DFT calculation (wB97M-V/def2-TZVPD) of a molecular structure, C6H14IrO3.

Element x y z (Å)
H -1.7316 -1.6399 -0.7216
C -1.4758 -2.2328 -1.7127
H -0.6370 -2.1827 -2.4188
H -2.3468 -2.0153 -2.3429
H -1.4504 -3.2668 -1.3439
C -2.2710 0.1829 1.3475
O -1.5091 1.1812 1.3656
C -0.2479 1.1583 2.1126
C 0.8399 1.7800 1.2756
O 0.9205 1.2112 -0.0168
C 2.1046 0.4972 -0.4335
C 1.6439 -0.6006 -1.3876
O 0.6230 -0.2106 -2.2549
H -2.0116 -0.7083 1.9341
H -3.2699 0.3603 0.9358
H -0.0310 0.1167 2.3794
H -0.4280 1.7593 3.0109
H 1.7995 1.6299 1.7892
H 0.6204 2.8436 1.1258
H 2.6218 0.0665 0.4343
H 2.7716 1.2304 -0.9080
H 1.2605 -1.4225 -0.7537
H 2.5373 -0.9657 -1.9246
Ir -0.3329 1.2277 -1.4920

E_tot = -565.483672 Ha
expectation value of S² = 6.011
2S+1 = 5
total charge = +3



(11)
The following is a DFT calculation (wB97M-V/def2-TZVPD) of 2 unconnected molecules or ions with the total composition C2H2Cl2P2.

Element x y z (Å)
H -0.8310 1.7562 -0.4626
P -0.0280 1.0119 -1.3881
C 0.7500 0.0230 -0.2823
Cl 0.9723 0.5261 1.4734
C 1.2185 -1.2595 -0.5811
P 1.8728 -2.6406 -0.9637
Cl -2.1316 -0.1975 1.6050
H -1.8230 0.7804 0.5993

E_tot = -1680.376213 Ha
structure (SMILES) = [H]/P=C(\Cl)C#P.Cl
total charge = 0



(12)
The following is a DFT calculation (wB97M-V/def2-TZVPD) of 2 unconnected molecules or ions with the total composition C3H10S.

Element x y z (Å)
C 3.3304 0.3439 -0.3240
C 1.9867 0.8195 0.2373
H 4.0276 0.1150 0.4845
H 3.8018 1.1038 -0.9491
H 3.2194 -0.5452 -0.9423
H 2.1271 1.6261 0.9604
H 1.4168 1.2737 -0.5698
H 1.4874 0.0279 0.7783
C -1.7699 -1.5500 -0.1253
S -1.7839 0.2251 0.1586
H -1.9818 -1.7642 -1.1708
H -0.8242 -1.9373 0.1570
H -2.4934 -2.1120 0.4704
H -3.0576 0.4692 -0.1718

E_tot = -518.462456 Ha
structure (SMILES) = CC.CS
total charge = 0